No. 1
{
  "formula": "C40H50F30O20",
  "method": "ωB97M-V/def2-TZVPD",
  "molar_mass_g_mol": 1420.760,
  "lumo_energy_ev": 0.2,
  "smiles": "CCOC(=O)C(F)(F)F.CCOC(=O)C(F)(F)F.CCOC(=O)C(F)(F)F.CCOC(=O)C(F)(F)F.CCOC(=O)C(F)(F)F.CCOC(=O)C(F)(F)F.CCOC(=O)C(F)(F)F.CCOC(=O)C(F)(F)F.CCOC(=O)C(F)(F)F.CCOC(=O)C(F)(F)F",
  "homo_lumo_gap_ev": 11.04,
  "relative_energy_kj_mol": 806.4,
  "charge": 0,
  "fmax_ha_per_bohr": 0.1534,
  "homo_ev": -10.9,
  "energy_ev": -164761.432,
  "species": ["C", "C", "O", "C", "O", "C", "F", "F", "F", "H", "H", "H", "H", "H", "C", "C", "O", "C", "O", "C", "F", "F", "F", "H", "H", "H", "H", "H", "C", "C", "O", "C", "O", "C", "F", "F", "F", "H", "H", "H", "H", "H", "C", "C", "O", "C", "O", "C", "F", "F", "F", "H", "H", "H", "H", "H", "C", "C", "O", "C", "O", "C", "F", "F", "F", "H", "H", "H", "H", "H", "C", "C", "O", "C", "O", "C", "F", "F", "F", "H", "H", "H", "H", "H", "C", "C", "O", "C", "O", "C", "F", "F", "F", "H", "H", "H", "H", "H", "C", "C", "O", "C", "O", "C", "F", "F", "F", "H", "H", "H", "H", "H", "C", "C", "O", "C", "O", "C", "F", "F", "F", "H", "H", "H", "H", "H", "C", "C", "O", "C", "O", "C", "F", "F", "F", "H", "H", "H", "H", "H"],
  "coordinates": [[-3.70783, 1.70941, -8.06563], [-2.13667, 1.99834, -7.96184], [-1.78566, 2.16737, -6.61004], [-1.49022, 1.12812, -5.78153], [-1.31079, -0.03444, -6.16282], [-1.11032, 1.57155, -4.31942], [0.19896, 1.34892, -3.98260], [-1.42007, 2.84138, -4.13264], [-1.82754, 0.85542, -3.37786], [-4.13623, 1.62716, -9.06454], [-4.29953, 2.48827, -7.58464], [-3.92656, 0.74323, -7.61094], [-1.88785, 2.96209, -8.40612], [-1.39294, 1.31131, -8.36551], [6.32808, -2.39842, 2.88731], [7.37763, -3.41934, 3.36819], [6.81251, -4.27036, 4.39680], [7.33368, -5.58567, 4.61502], [8.43285, -5.93300, 4.09641], [6.60927, -6.51155, 5.60466], [6.57523, -7.72966, 5.12697], [7.20455, -6.42267, 6.75723], [5.32447, -6.15474, 5.70702], [6.53999, -2.06114, 1.87271], [6.28542, -1.59379, 3.62138], [5.35335, -2.85351, 2.71156], [8.28632, -2.97829, 3.77787], [7.54783, -4.14378, 2.57175], [-3.37487, -2.13048, 3.03382], [-2.58801, -2.20045, 4.32618], [-3.18402, -3.10099, 5.16830], [-3.21751, -4.41228, 5.05186], [-2.80512, -4.98638, 4.09108], [-3.86675, -5.17701, 6.18683], [-4.80147, -4.43673, 6.83515], [-4.44474, -6.36616, 5.73921], [-2.91559, -5.59028, 6.97531], [-2.81394, -1.52142, 2.32494], [-4.39281, -1.76496, 3.16906], [-3.27350, -3.07600, 2.50107], [-2.72153, -1.17617, 4.67422], [-1.49894, -2.24533, 4.32352], [-0.88466, 1.62066, 0.24511], [-0.54128, 0.41172, 1.07652], [0.80778, 0.10245, 0.93337], [1.36502, -1.00264, 1.48996], [0.69907, -1.81809, 2.10862], [2.88772, -1.24702, 1.25922], [3.27397, -2.51688, 1.55002], [3.19868, -1.07315, -0.06456], [3.60926, -0.36556, 2.06484], [-1.97145, 1.68727, 0.29555], [-0.61866, 1.50124, -0.80516], [-0.58935, 2.63028, 0.53071], [-1.24898, -0.33304, 0.71240], [-0.65752, 0.44297, 2.15986], [2.45859, -2.99767, -3.33669], [3.83617, -3.00765, -2.54035], [4.70449, -3.79869, -3.43038], [5.49221, -3.14675, -4.34165], [5.31401, -1.89873, -4.65405], [6.38397, -4.01194, -5.15229], [7.62086, -3.57487, -4.95084], [6.24262, -5.26525, -4.99760], [6.06884, -3.73904, -6.47909], [2.14153, -4.00975, -3.58822], [2.45729, -2.45052, -4.27940], [1.65086, -2.71428, -2.66188], [3.60980, -3.63752, -1.68004], [4.43031, -2.21840, -2.07970], [2.16848, 2.73965, 3.91557], [2.39893, 2.64690, 2.39281], [3.06245, 3.72199, 1.91093], [4.39007, 3.87176, 1.94804], [5.19860, 3.10870, 2.42377], [4.79285, 5.21655, 1.24527], [4.37968, 6.13637, 2.08867], [6.14476, 5.22523, 1.13616], [4.13530, 5.34471, 0.07954], [3.07616, 3.07708, 4.41592], [1.75162, 1.83611, 4.36049], [1.29928, 3.37749, 4.07595], [1.46985, 2.40839, 1.87509], [2.84116, 1.66509, 2.22374], [-3.81357, 3.64960, -1.39590], [-4.64597, 2.62736, -0.67296], [-5.95637, 2.63937, -0.99954], [-6.86072, 3.37740, -0.27274], [-6.60169, 4.06448, 0.71296], [-8.34863, 3.15364, -0.70789], [-9.05053, 2.90416, 0.34688], [-8.90764, 4.22929, -1.26073], [-8.48623, 2.10348, -1.46643], [-3.91195, 3.60174, -2.48040], [-2.74693, 3.53068, -1.20550], [-4.11939, 4.67369, -1.18190], [-4.43662, 2.71906, 0.39282], [-4.34611, 1.62170, -0.96760], [4.07469, 5.49666, -4.01322], [5.08427, 4.31218, -4.16695], [4.88377, 3.31133, -3.17549], [3.99991, 2.34172, -3.38594], [3.26052, 2.35240, -4.39162], [3.89265, 1.23423, -2.33598], [4.30798, 1.58754, -1.21884], [2.67973, 0.79330, -2.34081], [4.57777, 0.15298, -2.62480], [4.27549, 6.02336, -3.08028], [3.05222, 5.12549, -3.94319], [4.12852, 6.24174, -4.80697], [6.09474, 4.70082, -4.04041], [5.17253, 3.85403, -5.15203], [-6.53853, 1.49865, 3.52926], [-5.16121, 1.34015, 4.28275], [-4.31780, 2.53674, 4.23071], [-3.35528, 2.67745, 3.25586], [-3.14767, 1.81829, 2.47832], [-2.46221, 3.90146, 3.51872], [-1.25747, 3.44042, 4.01353], [-2.25015, 4.50349, 2.35680], [-2.98429, 4.79220, 4.47339], [-6.44177, 1.94996, 2.54180], [-7.29547, 2.20236, 3.87556], [-7.13140, 0.58405, 3.51780], [-4.71353, 0.43727, 3.86746], [-5.47195, 1.01973, 5.27716], [-5.67231, -3.29365, -0.06622], [-5.14514, -3.13676, -1.48223], [-3.75632, -3.33293, -1.60731], [-2.80801, -2.34934, -1.43524], [-3.11864, -1.18037, -1.07954], [-1.42145, -2.88167, -1.46361], [-0.81066, -2.25868, -0.49609], [-1.41676, -4.20481, -1.33060], [-0.89579, -2.58346, -2.60426], [-6.75599, -3.41043, -0.07665], [-5.43600, -2.49254, 0.63411], [-5.21396, -4.22356, 0.27037], [-5.57186, -2.28874, -2.01784], [-5.43024, -3.91141, -2.19407]],
  "atomic_forces_ev_per_a": [[1.3, -0.5, -0.1], [-1.2, 0.0, -0.8], [0.2, -0.2, 3.4], [1.5, -2.3, -2.6], [-0.9, 2.9, 1.4], [-0.1, -0.9, 1.3], [-1.6, 0.4, -1.1], [0.3, 0.3, 0.1], [0.5, 0.5, -1.3], [0.6, 0.1, -0.3], [0.4, 0.1, 0.3], [0.1, 0.1, 0.3], [-0.3, 0.1, 0.0], [-0.8, -0.6, -0.4], [0.3, -0.6, 0.5], [-0.6, -1.2, -0.7], [-0.5, -3.2, 1.8], [4.7, 2.7, -3.5], [-4.5, 0.9, 2.0], [-1.4, 1.6, -1.8], [0.8, -1.1, 0.0], [0.4, -0.4, 1.2], [-0.3, 0.5, 0.6], [0.7, 0.4, 0.2], [-0.4, 0.2, -0.4], [0.0, -0.2, 0.7], [0.0, 0.0, -0.4], [0.8, 0.4, -0.3], [1.8, -0.8, -1.4], [0.1, 2.1, -1.7], [-1.4, -0.6, 3.8], [0.3, 0.7, -2.5], [0.4, -0.8, -0.1], [-1.7, -1.3, -0.4], [0.8, -0.9, -0.3], [0.2, 2.1, 0.2], [0.8, 0.2, 1.5], [-0.2, 0.8, 0.1], [0.1, -0.2, 0.0], [-0.8, -0.3, 0.2], [-0.3, -0.2, 1.2], [0.0, -0.9, -0.7], [-0.8, 0.8, 0.0], [-1.3, 0.1, 0.8], [4.1, -1.4, -0.9], [-3.1, -0.9, 0.6], [1.4, 1.1, -0.7], [1.0, 0.4, -0.4], [-0.8, 1.6, 0.0], [-0.1, 0.3, 1.6], [-0.9, -1.6, -1.5], [-0.1, -0.1, -0.2], [0.1, -0.3, 0.1], [0.7, -0.2, 0.5], [0.6, -0.6, 0.0], [-0.7, 0.7, 0.1], [0.6, 0.7, 1.0], [-1.3, -1.7, -1.3], [2.3, 0.5, -0.6], [-4.9, 6.2, 0.7], [1.5, -6.0, 1.8], [-0.2, 2.5, -2.6], [0.7, -0.6, 0.0], [0.3, -2.3, 0.7], [0.4, -0.3, 1.0], [0.7, -0.3, 0.1], [0.1, 0.4, 0.4], [0.1, 0.7, -0.1], [0.4, -0.5, -0.1], [-0.7, 0.8, -1.0], [-1.1, 0.4, -0.6], [-1.2, -4.0, 2.4], [1.1, 2.5, -1.6], [0.7, -1.6, -0.1], [-1.1, 0.9, -0.4], [-0.1, -2.5, 0.9], [0.2, 1.5, 0.1], [-1.5, 0.6, -0.6], [1.1, 0.4, 0.3], [-0.3, -0.1, 0.2], [0.7, -0.5, -0.2], [0.5, 0.8, 0.2], [-0.3, 1.3, -0.2], [1.2, 0.5, -0.2], [0.0, 0.8, -1.0], [3.3, -0.7, 0.7], [-5.1, 1.4, 0.1], [1.9, 0.6, 1.5], [-0.5, -1.5, -2.4], [0.9, 0.6, 0.0], [-1.0, -0.3, 2.5], [0.5, 0.3, -0.7], [0.2, -0.8, -1.7], [-0.1, -0.4, -0.1], [-0.1, 0.0, 0.3], [0.1, 0.0, 0.5], [-0.5, 0.0, 0.2], [0.4, 0.0, 0.1], [0.3, -0.9, 0.3], [0.0, 1.4, -0.8], [0.3, -1.0, 1.4], [-2.0, 1.7, -4.6], [1.9, -0.6, 2.9], [0.1, -0.9, -3.5], [0.9, 2.2, 4.9], [-3.0, 0.2, 0.7], [2.0, -1.3, -1.5], [0.1, -0.1, 0.1], [0.0, -0.1, -0.2], [0.2, -0.3, -0.2], [0.0, -0.1, 0.7], [-0.9, -0.1, -0.1], [0.2, 1.1, -0.3], [-2.1, -0.3, -1.3], [0.2, 0.2, -0.1], [-2.3, -1.4, 3.4], [0.8, -0.2, -1.7], [0.2, 0.7, 1.6], [-1.5, 0.7, -0.6], [0.1, 0.3, 0.5], [1.1, -1.7, -2.2], [0.5, -0.7, -0.5], [0.5, 0.3, 1.2], [0.6, -0.4, -0.3], [0.7, 0.5, -0.3], [0.9, 1.0, 0.5], [0.4, -0.6, -0.4], [-1.4, 0.2, -1.1], [3.3, 1.4, 0.0], [-6.0, 2.9, 2.3], [1.6, -3.9, -1.6], [-1.5, -0.6, -0.1], [1.6, -0.1, 1.1], [0.6, -0.1, 0.5], [1.5, 0.5, -1.9], [0.0, -0.1, -0.1], [0.2, 0.1, -0.3], [-0.2, 0.0, 0.5], [0.8, 0.8, 0.4], [-0.8, -0.6, 0.7]]
}

No. 2
{
  "formula": "C40H50N3O3P3S2Tl",
  "method": "ωB97M-V/def2-TZVPD",
  "molar_mass_g_mol": 982.297,
  "lumo_energy_ev": [4.1, 4.1],
  "homo_lumo_gap_ev": [2.93, 5.43],
  "charge": -2,
  "fmax_ha_per_bohr": 0.0096,
  "homo_ev": [1.2, -1.3],
  "energy_ev": -107138.592,
  "multiplicity": 2,
  "species": ["Tl", "C", "P", "C", "C", "C", "C", "C", "C", "C", "C", "C", "C", "C", "C", "C", "C", "C", "C", "C", "P", "C", "C", "C", "C", "C", "C", "C", "C", "C", "C", "C", "C", "N", "H", "H", "H", "H", "H", "H", "H", "H", "H", "H", "H", "H", "H", "H", "H", "H", "H", "H", "H", "H", "H", "H", "H", "H", "H", "H", "C", "C", "O", "P", "S", "S", "O", "C", "C", "H", "H", "H", "H", "H", "H", "H", "H", "H", "H", "N", "C", "N", "O", "H", "H", "H", "H", "C", "C", "C", "C", "C", "H", "H", "H", "H", "H", "H", "H", "H", "H", "H"],
  "coordinates": [[0.96826, 0.42757, -0.45127], [-2.61065, -0.07934, -1.35419], [-2.62086, -1.86744, -0.80515], [-1.21463, -2.66624, -1.69658], [-1.34325, -4.19363, -1.83530], [-1.09821, -4.82187, -3.15255], [-0.53063, -4.07030, -4.17435], [-0.28575, -2.69111, -4.02713], [-0.63811, -1.97427, -2.88425], [-4.02820, -2.47667, -1.84336], [-5.28056, -2.60983, -1.24645], [-6.38153, -3.05595, -1.96906], [-6.23855, -3.39053, -3.30712], [-4.99171, -3.27713, -3.91210], [-3.89612, -2.82211, -3.19284], [-2.46659, 0.89306, -0.23240], [-3.46355, 1.56037, 0.45740], [-2.80985, 2.31779, 1.46440], [-1.45763, 2.06661, 1.31202], [-0.32763, 2.53310, 2.17170], [0.45423, 1.06149, 2.97175], [1.76675, 1.88231, 3.96306], [2.86811, 2.33628, 3.22819], [3.94641, 2.93591, 3.85856], [3.95328, 3.08126, 5.24101], [2.87189, 2.62747, 5.98110], [1.78562, 2.03470, 5.34632], [-0.80861, 0.60512, 4.22387], [-1.12265, -0.74454, 4.35439], [-2.09120, -1.16842, 5.25644], [-2.75843, -0.24169, 6.04075], [-2.46242, 1.11072, 5.91383], [-1.50038, 1.52744, 5.00829], [-1.24770, 1.18223, 0.29390], [-3.57295, 0.07983, -1.84473], [-1.84407, 0.07516, -2.11542], [-2.17757, -4.61523, -1.27659], [-1.39290, -5.85460, -3.29662], [-0.30220, -4.54435, -5.12497], [0.16757, -2.15339, -4.85767], [-0.44718, -0.90783, -2.83188], [-5.38856, -2.35916, -0.19624], [-7.34639, -3.14988, -1.48287], [-7.09099, -3.74815, -3.87454], [-4.86557, -3.55288, -4.95289], [-2.92557, -2.75172, -3.66952], [-4.52381, 1.50481, 0.25260], [-3.25733, 2.97326, 2.19929], [-0.68857, 3.24980, 2.91218], [0.46660, 3.02546, 1.60414], [2.87931, 2.21895, 2.14761], [4.78883, 3.27440, 3.26618], [4.80143, 3.53831, 5.73694], [2.86940, 2.73188, 7.06003], [0.95126, 1.67984, 5.94030], [-0.62196, -1.46660, 3.72104], [-2.33320, -2.22166, 5.32757], [-3.52001, -0.56736, 6.73942], [-2.99380, 1.84197, 6.51137], [-1.29302, 2.58559, 4.90255], [6.38915, 4.05455, 0.62643], [5.02315, 4.60831, 0.27140], [4.74133, 4.41781, -1.11110], [3.77816, 3.19016, -1.57339], [4.68046, 1.45616, -1.39246], [2.02170, 3.42408, -0.69737], [3.70172, 3.54143, -3.14484], [2.88824, 4.62470, -3.59627], [1.63584, 4.08043, -4.25035], [6.59148, 4.20830, 1.69028], [7.16652, 4.56020, 0.05105], [6.43255, 2.98904, 0.40300], [4.98730, 5.68688, 0.44417], [4.23414, 4.15487, 0.87762], [3.49890, 5.18981, -4.30509], [2.63529, 5.28057, -2.76036], [1.89171, 3.40045, -5.06551], [1.03888, 4.90160, -4.65575], [1.03500, 3.53801, -3.51919], [0.42500, 0.29934, -5.10593], [0.97688, 0.68244, -3.88799], [2.32575, 0.59480, -3.80097], [0.26563, 1.07469, -2.97359], [0.91314, -0.45524, -5.56655], [-0.55749, 0.09315, -4.99036], [2.87477, 0.48651, -4.63405], [2.79404, 1.02586, -3.00887], [-1.40037, -4.36124, 1.25336], [-0.12006, -3.92716, 0.53551], [0.88010, -5.08759, 0.63592], [0.45952, -2.70339, 1.24751], [-0.26672, -3.61801, -0.95565], [-1.15390, -4.63455, 2.28577], [-1.84505, -5.23747, 0.77671], [-2.14461, -3.56608, 1.27551], [1.05882, -5.35772, 1.68195], [1.83672, -4.81619, 0.18354], [0.49742, -5.96479, 0.10855], [0.67646, -2.92127, 2.29876], [-0.24418, -1.86527, 1.21156], [1.38951, -2.38143, 0.77252], [0.70918, -3.58556, -1.43569]],
  "atomic_forces_ev_per_a": [[0.1, -0.1, -0.1], [-0.1, 0.0, 0.0], [-0.1, -0.1, 0.0], [0.0, 0.1, -0.1], [0.0, 0.0, 0.0], [0.0, 0.1, -0.1], [0.0, -0.1, 0.0], [0.0, -0.1, 0.0], [0.0, 0.2, 0.0], [0.1, 0.0, -0.1], [0.0, 0.0, 0.0], [0.0, 0.0, 0.0], [0.0, 0.0, 0.0], [0.0, 0.0, 0.0], [0.0, 0.0, 0.1], [0.0, -0.1, 0.0], [0.0, 0.1, 0.0], [0.0, 0.0, -0.1], [-0.1, -0.1, 0.2], [-0.1, 0.0, 0.0], [0.0, -0.1, 0.0], [0.0, 0.0, 0.0], [0.0, 0.0, 0.0], [0.0, 0.0, 0.0], [0.0, 0.0, 0.0], [0.0, 0.0, 0.0], [0.0, 0.0, 0.1], [0.0, 0.0, 0.0], [0.0, 0.0, 0.0], [0.0, 0.0, 0.0], [0.0, 0.0, 0.0], [0.0, 0.0, 0.0], [0.0, 0.0, 0.0], [0.2, 0.1, 0.0], [0.0, 0.0, 0.0], [-0.1, 0.0, 0.1], [0.0, 0.0, 0.0], [0.0, 0.0, 0.0], [0.0, 0.0, 0.0], [-0.1, -0.2, 0.1], [-0.1, -0.5, 0.1], [0.0, 0.0, 0.0], [0.0, 0.0, 0.0], [0.0, 0.0, 0.0], [0.0, 0.0, 0.0], [0.0, 0.0, 0.0], [0.0, 0.0, 0.0], [0.0, 0.0, 0.0], [0.0, 0.0, 0.0], [0.0, 0.0, -0.1], [0.0, 0.0, 0.0], [0.0, 0.0, 0.0], [0.0, 0.0, 0.0], [0.0, 0.0, 0.0], [0.0, 0.0, 0.0], [0.0, 0.0, 0.0], [0.0, 0.0, 0.0], [0.0, 0.0, 0.0], [0.0, 0.0, 0.0], [0.0, 0.0, 0.0], [0.0, 0.0, 0.0], [0.0, 0.0, 0.0], [0.1, 0.1, -0.1], [0.1, -0.1, 0.2], [0.0, 0.1, -0.1], [-0.1, 0.1, 0.1], [0.2, -0.1, 0.1], [-0.2, 0.1, -0.1], [0.0, 0.1, 0.0], [0.0, 0.0, 0.0], [0.0, 0.0, 0.0], [0.0, 0.0, 0.0], [0.0, 0.0, 0.0], [0.0, 0.0, 0.0], [0.0, 0.0, 0.0], [0.0, 0.0, 0.0], [0.0, 0.0, 0.0], [0.0, 0.0, 0.0], [0.0, 0.0, 0.0], [0.2, 0.2, 0.1], [0.2, -0.1, -0.4], [-0.1, 0.1, 0.0], [0.0, 0.5, 0.1], [0.0, 0.1, 0.0], [0.0, -0.1, 0.0], [0.0, 0.0, 0.0], [0.0, -0.2, -0.1], [0.0, 0.0, 0.0], [0.0, 0.1, 0.0], [0.0, 0.0, 0.0], [0.0, 0.0, 0.0], [0.0, -0.1, 0.0], [0.0, 0.0, 0.0], [0.0, 0.0, 0.0], [0.0, 0.0, 0.0], [0.0, 0.0, 0.0], [0.0, 0.0, 0.0], [0.0, 0.0, 0.0], [0.0, 0.0, 0.0], [0.0, 0.0, 0.0], [0.0, 0.0, 0.0], [0.0, 0.0, 0.0]]
}